{
  "formula": "C5H11N",
  "method": "wB97M-V/def2-TZVPD",
  "orbital_gap_ev": 9.836,
  "smiles": "C[C@@H]1CCCN1",
  "e_lumo_ev": 1.16,
  "species": ["N", "C", "C", "C", "C", "C", "H", "H", "H", "H", "H", "H", "H", "H", "H", "H", "H"],
  "coordinates": [[-1.0762, 0.2272, 0.5836], [-0.0938, 0.4679, 1.6594], [1.2588, 0.5557, 0.9598], [1.0142, -0.1301, -0.3931], [-0.4388, 0.1458, -0.7270], [-0.9542, -1.0365, -1.5464], [-1.7675, 0.9626, 0.5655], [-0.3350, 1.3998, 2.1773], [-0.1902, -0.3254, 2.4018], [2.1251, 0.0866, 1.4134], [1.4432, 1.6164, 0.8223], [1.0962, -1.2037, -0.2309], [1.7559, 0.1737, -1.1314], [-0.5069, 1.0451, -1.3508], [-0.2958, -1.2972, -2.3700], [-1.9389, -0.8228, -1.9700], [-1.0961, -1.8648, -0.8635]],
  "forces_ev_per_angstrom": [[-0.5, 0.5, -0.2], [-0.3, -0.1, 0.1], [-0.2, 0.0, -0.6], [0.4, 0.2, 0.8], [0.8, -0.7, -0.7], [-1.0, 0.5, 0.0], [-0.1, -0.1, 0.2], [0.1, 0.0, 0.1], [0.3, -0.1, 0.0], [-0.1, 0.1, 0.6], [0.4, 0.2, -0.2], [0.2, -0.2, -0.1], [-0.2, 0.0, -0.2], [-0.2, 0.2, 0.3], [0.2, 0.0, 0.0], [0.0, 0.0, 0.0], [0.2, -0.4, 0.0]],
  "mulliken_charge": [-0.45, -0.52, -0.58, -0.80, 0.35, -1.57, 0.29, 0.27, 0.26, 0.36, 0.29, 0.32, 0.39, 0.30, 0.34, 0.35, 0.41]
}

---

{
  "formula": "C4H11NO2",
  "method": "wB97M-V/def2-TZVPD",
  "orbital_gap_ev": 8.755,
  "smiles": "C=CC(=C)N.O.O",
  "e_lumo_ev": 0.65,
  "species": ["N", "C", "C", "C", "C", "H", "H", "H", "H", "H", "H", "H", "H", "H", "O", "H", "H", "O"],
  "coordinates": [[0.3994, 0.3681, 1.9377], [0.1745, -0.1699, 0.6820], [-0.7275, 0.3411, -0.2032], [0.5648, -2.6388, 0.1360], [1.0041, -1.4076, 0.3998], [-0.4307, 0.8455, 2.2304], [0.5047, -0.3750, 2.5694], [-1.6021, -0.1249, -0.6814], [-0.7634, 1.3966, -0.0725], [1.2683, -3.4985, 0.1242], [-0.4549, -2.9415, 0.2587], [2.0154, -1.3542, 0.8401], [-1.4593, 4.0069, -0.1386], [-0.5920, 5.2873, 0.1509], [-0.7038, 4.3684, 0.3832], [-0.0584, -0.8953, -2.2840], [0.8357, -1.8482, -3.1141], [0.0253, -1.3599, -3.2188]],
  "forces_ev_per_angstrom": [[0.3, 1.3, -0.9], [-0.6, -2.4, -1.4], [0.2, 0.2, 0.8], [0.9, -0.7, 0.8], [-0.6, -0.2, 1.9], [-0.2, 0.7, 0.1], [0.8, -1.1, 1.0], [1.4, -0.3, -0.7], [-1.1, 0.9, 0.4], [-0.4, 0.8, -0.1], [-0.7, 0.2, -0.8], [-0.1, 0.4, -1.1], [0.9, 0.7, 0.5], [-0.2, 0.3, -0.3], [-0.8, -1.0, -0.3], [0.2, -1.2, -2.7], [0.5, -0.4, 0.0], [-0.7, 1.7, 2.8]],
  "mulliken_charge": [-0.61, 0.83, -1.14, -0.70, -0.49, 0.32, 0.29, 0.40, 0.28, 0.28, 0.25, 0.33, 0.32, 0.31, -0.64, 0.34, 0.31, -0.69]
}

---

{
  "formula": "C5H8O",
  "method": "wB97M-V/def2-TZVPD",
  "orbital_gap_ev": 9.868,
  "smiles": "CC1=CCOC1",
  "e_lumo_ev": 1.02,
  "species": ["C", "C", "C", "C", "O", "C", "H", "H", "H", "H", "H", "H", "H", "H"],
  "coordinates": [[1.1363, -0.6400, 1.4317], [0.1563, -0.1438, 0.4142], [-0.6635, -0.8569, -0.3503], [-1.1862, -0.0024, -1.4667], [-0.7894, 1.3202, -1.1351], [0.1120, 1.2933, -0.0422], [2.0937, -0.8228, 0.9266], [0.8157, -1.5880, 1.8738], [1.3293, 0.0756, 2.2381], [-0.8589, -1.9210, -0.2670], [-2.2728, -0.0310, -1.6081], [-0.7203, -0.3117, -2.4160], [-0.2584, 1.9674, 0.7462], [1.1061, 1.6610, -0.3453]],
  "forces_ev_per_angstrom": [[0.0, 0.0, 0.1], [0.0, -0.1, -0.1], [0.2, 0.1, 0.1], [-0.2, -0.2, -0.1], [0.0, 0.1, -0.1], [0.2, 0.0, 0.2], [-0.1, 0.1, 0.1], [0.0, 0.2, -0.1], [-0.1, -0.1, -0.1], [0.1, 0.1, -0.1], [0.1, 0.0, 0.1], [-0.1, 0.1, 0.0], [0.1, -0.1, -0.1], [-0.1, -0.1, 0.0]],
  "mulliken_charge": [-1.29, 0.64, -0.46, -0.39, -0.37, -0.42, 0.27, 0.35, 0.33, 0.40, 0.26, 0.21, 0.24, 0.24]
}

---

{
  "formula": "C32H31IrO12P3",
  "method": "wB97M-V/def2-TZVPD",
  "orbital_gap_ev": [5.532, 5.654],
  "spin_multiplicity": 2,
  "e_lumo_ev": [-2.32, -2.23],
  "species": ["Ir", "O", "C", "O", "C", "C", "C", "C", "C", "O", "C", "C", "O", "O", "H", "H", "H", "H", "H", "H", "H", "H", "C", "C", "C", "C", "C", "C", "P", "C", "C", "C", "C", "C", "C", "C", "C", "C", "C", "C", "C", "C", "C", "C", "C", "H", "H", "H", "H", "H", "H", "H", "H", "H", "H", "H", "H", "H", "H", "H", "H", "C", "C", "O", "P", "O", "O", "O", "P", "O", "O", "O", "H", "H", "H", "H", "H", "H", "H"],
  "coordinates": [[0.5015, 0.0468, 0.3016], [2.0266, 3.2887, -0.8442], [2.0714, 2.4908, 0.0701], [1.0158, 2.0427, 0.7049], [3.4386, 1.9715, 0.5686], [3.3783, 1.3842, 1.9836], [4.7887, 1.2235, 2.5578], [5.2953, -0.0028, 1.7767], [4.0838, -0.3109, 0.8923], [2.9796, 0.0225, 1.7406], [3.9762, 0.7253, -0.2384], [3.0709, 0.2626, -1.3704], [3.3083, 0.5748, -2.5393], [2.0914, -0.5174, -1.0623], [4.1270, 2.8131, 0.4996], [2.6534, 1.8696, 2.6314], [5.3935, 2.1156, 2.3955], [4.7516, 1.0253, 3.6275], [6.1940, 0.1929, 1.1920], [5.4960, -0.8408, 2.4425], [4.0131, -1.3497, 0.5644], [4.9488, 0.9219, -0.6906], [-3.2977, 3.0611, 4.3370], [-1.9914, 2.6183, 4.4929], [-1.4303, 1.7854, 3.5387], [-2.1688, 1.3930, 2.4262], [-3.4779, 1.8406, 2.2730], [-4.0375, 2.6693, 3.2320], [-1.3949, 0.2162, 1.3005], [-2.1830, 0.4244, -0.2732], [-2.4396, 1.7308, -0.7403], [-3.0788, 1.9380, -1.9103], [-3.5037, 0.8446, -2.7427], [-3.2032, -0.4191, -2.4256], [-2.4201, -0.7505, -1.2024], [-1.8386, -1.4417, 1.8431], [-2.9828, -1.8243, 2.4990], [-3.1585, -3.1798, 2.8352], [-2.1841, -4.0970, 2.5305], [-0.9860, -3.7137, 1.8865], [0.0568, -4.6260, 1.5924], [1.2075, -4.1717, 1.0141], [1.3788, -2.8054, 0.6949], [0.3913, -1.8646, 0.9333], [-0.8122, -2.3580, 1.5414], [-3.7401, 3.7134, 5.0778], [-1.4095, 2.9228, 5.3515], [-0.4097, 1.4405, 3.6556], [-4.0688, 1.5385, 1.4155], [-5.0572, 3.0103, 3.1126], [-2.1608, 2.5838, -0.1362], [-3.2772, 2.9517, -2.2283], [-4.0551, 1.0552, -3.6485], [-3.4818, -1.2484, -3.0592], [-2.8901, -1.5892, -0.6739], [-3.7475, -1.1007, 2.7504], [-4.0601, -3.4904, 3.3446], [-2.3131, -5.1372, 2.8028], [-0.0716, -5.6722, 1.8380], [2.0035, -4.8659, 0.7800], [2.3062, -2.5035, 0.2230], [-0.8186, -0.3398, -5.2985], [0.0518, -0.3462, -4.0461], [1.3633, -0.6511, -4.4964], [0.0917, 1.3399, -3.2725], [-1.0825, 2.1533, -3.9950], [1.3421, 2.0910, -3.8688], [0.0007, 1.3114, -1.8044], [-0.5215, -1.7789, -2.9538], [0.8046, -2.4325, -2.4252], [-1.4299, -2.6757, -3.6700], [-1.0990, -1.2046, -1.5626], [-0.3899, 0.3553, -6.0184], [-1.8386, -0.0375, -5.0770], [-0.8360, -1.3423, -5.7196], [2.0267, -0.4147, -3.8232], [-0.8486, 3.0888, -4.0772], [2.1773, 1.8454, -3.4117], [1.3901, -1.7905, -1.9654]],
  "forces_ev_per_angstrom": [[-0.3, 0.0, 0.4], [0.2, 0.0, 0.2], [0.2, 0.1, -0.1], [0.0, -0.2, -0.1], [-0.2, -0.1, -0.2], [-0.1, 0.1, 0.1], [0.0, 0.2, 0.0], [0.1, -0.1, -0.1], [0.1, -0.3, -0.2], [0.0, 0.0, 0.0], [0.1, 0.2, 0.0], [0.1, 0.0, -0.3], [0.0, 0.1, 0.1], [-0.2, -0.1, 0.3], [0.0, -0.1, -0.1], [0.0, 0.0, 0.0], [0.0, 0.0, 0.0], [0.0, 0.0, 0.0], [0.0, 0.0, 0.0], [0.0, 0.0, 0.0], [0.0, 0.2, 0.1], [-0.1, 0.1, 0.0], [0.1, 0.0, 0.1], [-0.1, 0.0, 0.0], [0.1, 0.1, 0.1], [0.5, 0.1, 0.1], [-0.1, -0.1, 0.0], [-0.1, 0.0, 0.0], [-1.4, -0.6, 0.2], [0.7, -0.1, 0.2], [-0.1, 0.3, 0.1], [-0.2, 0.0, 0.0], [-0.1, -0.3, -0.2], [-0.2, 0.2, -0.1], [0.3, -0.1, 0.0], [0.0, 0.1, 0.4], [0.1, 0.0, -0.2], [0.1, -0.1, 0.0], [-0.1, 0.1, 0.0], [0.0, -0.1, 0.0], [0.1, 0.1, 0.0], [-0.1, 0.0, 0.1], [-0.1, 0.4, 0.0], [0.1, -0.5, -0.2], [0.1, 0.2, 0.1], [0.0, 0.0, 0.0], [0.0, 0.0, 0.0], [0.0, 0.0, 0.0], [0.1, 0.0, 0.0], [0.0, 0.0, 0.0], [0.1, -0.1, 0.1], [-0.1, 0.0, 0.0], [0.0, 0.0, 0.0], [0.0, -0.1, 0.0], [0.0, 0.1, 0.1], [0.0, 0.1, 0.0], [0.0, 0.0, 0.0], [0.0, 0.0, 0.0], [0.0, 0.0, 0.0], [0.0, 0.0, 0.0], [-0.1, 0.0, 0.0], [0.0, 0.0, -0.1], [0.0, 0.0, 0.0], [0.1, 0.0, 0.1], [0.1, -0.1, 0.0], [0.0, 0.1, 0.0], [0.2, -0.1, 0.1], [0.2, 0.3, -0.4], [0.3, 0.1, -0.2], [-0.3, -0.2, -0.2], [-0.1, -0.1, 0.0], [0.0, -0.3, 0.0], [0.0, 0.0, 0.0], [-0.1, 0.0, 0.0], [0.0, 0.0, 0.0], [0.1, -0.1, 0.0], [0.0, -0.1, 0.0], [-0.1, 0.0, 0.0], [0.2, 0.2, 0.1]],
  "lowdin_spin": [0.75, 0.02, 0.01, 0.08, 0.00, 0.00, 0.00, 0.00, 0.00, 0.00, 0.00, 0.00, 0.00, 0.01, 0.00, 0.00, 0.00, 0.00, 0.00, 0.00, 0.00, 0.00, 0.00, 0.00, 0.00, 0.00, 0.00, 0.00, -0.02, 0.00, 0.00, 0.01, 0.00, 0.00, 0.00, -0.01, 0.01, -0.01, 0.01, 0.00, 0.05, -0.01, 0.06, -0.01, 0.01, 0.00, 0.00, 0.00, 0.00, 0.00, 0.00, 0.00, 0.00, 0.00, 0.00, 0.00, 0.00, 0.00, 0.00, 0.00, 0.00, 0.00, 0.00, 0.00, 0.00, 0.00, 0.00, 0.02, 0.00, 0.00, 0.00, 0.02, 0.00, 0.00, 0.00, 0.00, 0.00, 0.00, 0.00]
}

---

no.,DFT total energy (a.u.)
1,-251.85158
2,-364.13150
3,-270.51813
4,-3269.45791